No. 1
Below is 2 unconnected molecules or ions with the total composition C2H7N3O4 in a non-equilibrium geometry, with properties calculated with the ωB97M-V functional and the def2-TZVPD basis.

Charge   0
HOMO level   -10.0 eV
Maximum force   0.054 hartree/bohr
Energy above the lowest of the compared OMol25 structures with the same formula, charge and spin   7.6 kJ/mol
Frontier orbital gap   10.7 eV
LUMO   0.62 eV
Multiplicity   1

CARTESIAN COORDINATES (ANGSTROEM)
N1 0.476 1.965 0.571
O1 -0.597 1.131 0.151
C1 -0.269 0.147 -0.783
N2 0.222 0.722 -1.993
O2 0.830 -0.687 -0.220
O3 -1.344 -0.653 -0.934
H1 1.081 1.381 1.151
H2 0.994 2.243 -0.263
H3 -0.397 1.468 -2.290
H4 0.239 0.013 -2.717
H5 1.688 -0.431 -0.577
H6 -1.457 -1.161 -0.068
N3 -0.979 -1.779 1.547
C2 0.152 -1.417 1.841
O4 1.120 -1.113 2.410
H7 -1.760 -1.829 2.172

---

No. 2
Below is a molecular structure, C2H7N3O4P in a non-equilibrium geometry, with properties calculated with the ωB97M-V functional and the def2-TZVPD basis.

Charge   -1
HOMO level   -4.3 eV
Maximum force   0.076 hartree/bohr
Energy above the lowest of the compared OMol25 structures with the same formula, charge and spin   56.7 kJ/mol
Frontier orbital gap   7.9 eV
LUMO   3.58 eV
Multiplicity   1

CARTESIAN COORDINATES (ANGSTROEM)
C1 0.064 -1.649 -0.294
C2 -0.057 2.067 0.105
N1 -0.895 -2.654 0.015
N2 1.014 -1.306 0.429
N3 -0.303 -1.081 -1.484
O1 2.880 0.224 1.136
O2 1.185 1.040 -0.737
O3 2.920 -0.782 -1.170
O4 -0.631 2.788 -0.693
P1 2.025 -0.181 -0.146
H1 -0.543 1.148 0.456
H2 0.570 2.390 0.976
H3 -0.509 -3.166 0.812
H4 -0.837 -3.250 -0.854
H5 -1.242 -1.219 -1.775
H6 0.047 -0.145 -1.618
H7 2.806 -0.361 1.904

---

No. 3
Below is a gas-phase ion, C2H7N3P (charge +1) in a non-equilibrium geometry, with properties calculated with the ωB97M-V functional and the def2-TZVPD basis.

Charge   +1
HOMO level   -14.3 eV
Maximum force   0.058 hartree/bohr
Energy above the lowest of the compared OMol25 structures with the same formula, charge and spin   385.4 kJ/mol
Frontier orbital gap   9.3 eV
LUMO   -4.99 eV
Multiplicity   1

CARTESIAN COORDINATES (ANGSTROEM)
N1 0.171 1.197 1.767
N2 -0.255 0.842 0.574
C1 0.482 -0.400 0.092
C2 0.163 -0.485 -1.360
P1 -0.967 0.990 -1.812
N3 -0.943 1.526 -0.182
H1 0.858 0.562 2.164
H2 -0.236 2.108 1.864
H3 0.001 -1.165 0.721
H4 1.522 -0.327 0.337
H5 1.017 -0.222 -2.024
H6 -0.147 -1.510 -1.731
H7 -2.215 0.431 -1.655

---

No. 4
Below is a gas-phase ion, C2H7N3P (charge +1) in a non-equilibrium geometry, with properties calculated with the ωB97M-V functional and the def2-TZVPD basis.

Charge   +1
HOMO level (spin up / spin down)   -12.2 / -13.4 eV
Maximum force   0.076 hartree/bohr
Energy above the lowest of the compared OMol25 structures with the same formula, charge and spin   548.7 kJ/mol
Frontier orbital gap (spin up / spin down)   5.9 / 7.5 eV
LUMO (spin up / spin down)   -6.34 / -5.83 eV
Multiplicity   1

CARTESIAN COORDINATES (ANGSTROEM)
C1 0.700 -0.676 -0.253
C2 -0.616 1.394 -0.248
N1 0.282 0.442 -0.819
N2 -1.527 -0.709 1.123
N3 1.497 -1.545 -0.809
P1 -1.092 0.728 1.379
H1 -0.272 2.434 -0.247
H2 -1.654 1.301 -0.795
H3 0.533 0.561 -1.783
H4 -1.454 -1.235 2.026
H5 1.808 -1.673 -1.812
H6 2.041 -2.212 -0.383
H7 -0.247 1.190 2.619

---

No. 5
Below is 2 unconnected molecules or ions with the total composition C2H7N3S in a non-equilibrium geometry, with properties calculated with the ωB97M-V functional and the def2-TZVPD basis.

Charge   0
HOMO level   -8.5 eV
Maximum force   0.077 hartree/bohr
Energy above the lowest of the compared OMol25 structures with the same formula, charge and spin   398.3 kJ/mol
Frontier orbital gap   9.3 eV
LUMO   0.81 eV
Multiplicity   1

CARTESIAN COORDINATES (ANGSTROEM)
C1 -2.122 1.366 0.431
C2 -1.635 1.776 -0.720
N1 2.524 -0.478 1.188
N2 1.437 -0.459 0.465
N3 0.896 -1.332 -0.331
S1 1.636 -2.903 -0.512
H1 -2.199 1.972 1.323
H2 -2.288 0.297 0.490
H3 -1.413 1.021 -1.538
H4 -1.454 2.849 -0.747
H5 2.989 -1.325 0.895
H6 0.846 0.388 0.427
H7 0.782 -3.172 -1.372

---

No. 6
Below is 2 unconnected molecules or ions with the total composition C2H7N3S2 in a non-equilibrium geometry, with properties calculated with the ωB97M-V functional and the def2-TZVPD basis.

Charge   +2
HOMO level (spin up / spin down)   -16.9 / -16.9 eV
Maximum force   0.042 hartree/bohr
Energy above the lowest of the compared OMol25 structures with the same formula, charge and spin   12.9 kJ/mol
Frontier orbital gap (spin up / spin down)   9.0 / 9.0 eV
LUMO (spin up / spin down)   -7.94 / -7.94 eV
Multiplicity   1

CARTESIAN COORDINATES (ANGSTROEM)
C1 -2.139 -1.055 -0.146
C2 0.909 0.850 0.476
N1 -1.248 -1.708 -0.516
N2 -2.991 -0.230 0.266
N3 1.293 1.837 -0.296
S1 1.729 -0.586 0.767
S2 3.429 -0.459 -0.399
H1 0.002 0.971 1.055
H2 -0.958 -2.598 -0.890
H3 -3.503 0.364 -0.388
H4 -3.353 -0.260 1.220
H5 2.176 1.824 -0.795
H6 0.774 2.707 -0.334
H7 3.879 -1.658 -0.019

---

No. 7
Below is a gas-phase ion, C2H7N3S2 (charge +2) in a non-equilibrium geometry, with properties calculated with the ωB97M-V functional and the def2-TZVPD basis.

Charge   +2
HOMO level (spin up / spin down)   -17.2 / -17.2 eV
Maximum force   0.098 hartree/bohr
Energy above the lowest of the compared OMol25 structures with the same formula, charge and spin   99.0 kJ/mol
Frontier orbital gap (spin up / spin down)   7.8 / 7.8 eV
LUMO (spin up / spin down)   -9.38 / -9.38 eV
Multiplicity   1

CARTESIAN COORDINATES (ANGSTROEM)
N1 -0.965 1.399 0.508
C1 0.181 0.695 0.336
N2 1.314 1.198 -0.400
S1 2.599 0.173 -0.669
S2 1.836 -1.363 0.541
C2 0.171 -0.815 0.594
N3 -0.742 -1.442 -0.502
H1 -1.829 1.356 1.172
H2 -0.906 2.288 0.038
H3 1.503 2.176 -0.723
H4 -0.239 -0.969 1.559
H5 -1.138 -2.432 -0.364
H6 -0.247 -1.488 -1.457
H7 -1.537 -0.776 -0.633

---

No. 8
Below is a molecular structure, C2H7N4 in a non-equilibrium geometry, with properties calculated with the ωB97M-V functional and the def2-TZVPD basis.

Charge   +1
HOMO level (spin up / spin down)   -12.7 / -12.7 eV
Maximum force   0.089 hartree/bohr
Energy above the lowest of the compared OMol25 structures with the same formula, charge and spin   571.6 kJ/mol
Frontier orbital gap (spin up / spin down)   8.4 / 8.4 eV
LUMO (spin up / spin down)   -4.32 / -4.32 eV
Multiplicity   1

CARTESIAN COORDINATES (ANGSTROEM)
C1 -1.534 0.003 -0.120
C2 0.626 -1.249 -0.047
N1 -0.641 -0.764 -0.029
N2 1.305 1.460 -0.025
N3 -2.689 0.600 -0.111
N4 1.784 0.256 -0.199
H1 0.976 -1.673 0.835
H2 0.669 -2.034 -0.733
H3 1.261 1.565 0.955
H4 -3.299 0.186 0.575
H5 -2.874 1.451 -0.472
H6 2.393 -0.072 0.537
H7 2.023 0.271 -1.166

---

No. 9
Below is 2 unconnected molecules or ions with the total composition C2H7N4 in a non-equilibrium geometry, with properties calculated with the ωB97M-V functional and the def2-TZVPD basis.

Charge   +1
HOMO level   -14.3 eV
Maximum force   0.087 hartree/bohr
Energy above the lowest of the compared OMol25 structures with the same formula, charge and spin   317.7 kJ/mol
Frontier orbital gap   10.8 eV
LUMO   -3.49 eV
Multiplicity   1

CARTESIAN COORDINATES (ANGSTROEM)
C1 -1.602 1.038 -0.993
C2 1.142 -1.765 1.791
N1 -1.013 0.362 -0.294
N2 0.889 -0.774 1.005
N3 -2.258 1.545 -2.027
N4 1.620 0.038 0.292
H1 0.380 -2.391 2.337
H2 2.166 -1.849 1.937
H3 -0.173 -0.517 0.780
H4 -3.265 1.325 -2.307
H5 -1.726 2.128 -2.579
H6 2.609 0.022 0.270
H7 1.231 0.838 -0.213

---

No. 10
Below is a gas-phase ion, C2H7N4O (charge +1) in a non-equilibrium geometry, with properties calculated with the ωB97M-V functional and the def2-TZVPD basis.

Charge   +1
HOMO level (spin up / spin down)   -12.8 / -14.5 eV
Maximum force   0.093 hartree/bohr
Energy above the lowest of the compared OMol25 structures with the same formula, charge and spin   614.8 kJ/mol
Frontier orbital gap (spin up / spin down)   5.9 / 9.5 eV
LUMO (spin up / spin down)   -6.87 / -5.07 eV
Multiplicity   1

CARTESIAN COORDINATES (ANGSTROEM)
H1 2.265 -2.330 0.024
N1 1.641 -1.686 0.531
N2 0.660 -1.223 -0.117
C1 -0.340 -0.446 0.443
C2 -1.529 -0.242 -0.372
O1 -2.242 0.683 -0.362
N3 0.200 1.133 0.840
N4 0.614 1.793 -0.261
H2 0.480 -1.342 -1.152
H3 -0.749 -0.769 1.395
H4 -1.780 -1.084 -1.131
H5 -0.537 1.514 1.444
H6 1.395 1.493 -0.849
H7 -0.077 2.505 -0.433

---

No. 11
Below is a gas-phase ion, C2H7N4O (charge +1) in a non-equilibrium geometry, with properties calculated with the ωB97M-V functional and the def2-TZVPD basis.

Charge   +1
HOMO level   -13.2 eV
Maximum force   0.061 hartree/bohr
Energy above the lowest of the compared OMol25 structures with the same formula, charge and spin   555.7 kJ/mol
Frontier orbital gap   9.0 eV
LUMO   -4.25 eV
Multiplicity   1

CARTESIAN COORDINATES (ANGSTROEM)
N1 1.441 -0.548 0.336
C1 0.166 -0.715 -0.451
C2 -0.718 0.507 -0.262
N2 -2.062 0.026 -0.425
O1 -2.890 0.780 0.436
N3 -1.857 -1.589 0.134
N4 -0.694 -1.862 0.033
H1 1.952 -1.460 0.371
H2 1.396 -0.327 1.369
H3 1.844 0.360 0.106
H4 0.197 -1.051 -1.456
H5 -0.645 1.096 0.761
H6 -0.647 1.335 -0.987
H7 -3.824 0.659 -0.010

---

No. 12
Below is 2 unconnected molecules or ions with the total composition C2H7N4O in a non-equilibrium geometry, with properties calculated with the ωB97M-V functional and the def2-TZVPD basis.

Charge   +1
HOMO level (spin up / spin down)   -12.0 / -12.1 eV
Maximum force   0.125 hartree/bohr
Energy above the lowest of the compared OMol25 structures with the same formula, charge and spin   511.8 kJ/mol
Frontier orbital gap (spin up / spin down)   7.9 / 8.0 eV
LUMO (spin up / spin down)   -4.14 / -4.11 eV
Multiplicity   1

CARTESIAN COORDINATES (ANGSTROEM)
C1 1.270 0.498 -0.056
C2 -1.549 -2.242 -0.161
N1 -1.789 0.051 0.017
N2 1.242 0.632 1.241
N3 -1.240 -0.960 -0.147
N4 1.104 1.508 -0.821
O1 -1.665 1.193 -0.274
H1 -0.904 -2.731 0.521
H2 1.581 -0.388 -0.576
H3 -2.207 -2.695 -0.855
H4 1.377 -0.044 1.945
H5 0.748 1.434 1.623
H6 0.919 2.447 -0.678
H7 1.112 1.296 -1.780

---

No. 13
Below is 2 unconnected molecules or ions with the total composition C2H7N4OS in a non-equilibrium geometry, with properties calculated with the ωB97M-V functional and the def2-TZVPD basis.

Charge   +1
HOMO level   -13.6 eV
Maximum force   0.061 hartree/bohr
Energy above the lowest of the compared OMol25 structures with the same formula, charge and spin   108.5 kJ/mol
Frontier orbital gap   9.4 eV
LUMO   -4.21 eV
Multiplicity   1

CARTESIAN COORDINATES (ANGSTROEM)
C1 0.747 0.907 -0.046
C2 -1.917 -0.687 0.090
N1 0.150 2.110 -0.109
N2 -1.811 -1.968 0.002
N3 0.065 -0.182 -0.219
N4 2.096 0.937 0.150
O1 0.751 -1.361 0.198
S1 -2.886 0.485 0.262
H1 -0.601 2.010 -0.769
H2 0.735 2.822 0.270
H3 -1.023 -2.605 0.115
H4 -2.674 -2.582 -0.014
H5 2.588 1.782 0.285
H6 2.750 0.187 0.387
H7 1.031 -1.855 -0.602

---

No. 14
Below is a molecular structure, C2H7N4S in a non-equilibrium geometry, with properties calculated with the ωB97M-V functional and the def2-TZVPD basis.

Charge   +1
HOMO level   -11.9 eV
Maximum force   0.120 hartree/bohr
Energy above the lowest of the compared OMol25 structures with the same formula, charge and spin   545.5 kJ/mol
Frontier orbital gap   5.9 eV
LUMO   -6.02 eV
Multiplicity   1

CARTESIAN COORDINATES (ANGSTROEM)
C1 0.728 0.008 0.220
C2 1.883 -2.059 -0.283
N1 -0.476 -0.408 0.169
N2 1.930 -0.814 0.013
N3 3.085 0.024 -0.046
N4 -3.741 0.051 -0.219
S1 -1.763 -1.190 -0.050
H1 0.968 1.023 0.393
H2 2.619 -2.707 -0.430
H3 3.054 0.868 0.502
H4 3.965 -0.326 0.010
H5 -4.164 0.561 0.495
H6 -4.509 -0.472 -0.707
H7 -3.204 0.584 -0.842

---

No. 15
Below is 2 unconnected molecules or ions with the total composition C2H7N4S2 in a non-equilibrium geometry, with properties calculated with the ωB97M-V functional and the def2-TZVPD basis.

Charge   +1
HOMO level (spin up / spin down)   -11.8 / -12.2 eV
Maximum force   0.089 hartree/bohr
Energy above the lowest of the compared OMol25 structures with the same formula, charge and spin   451.0 kJ/mol
Frontier orbital gap (spin up / spin down)   4.8 / 7.5 eV
LUMO (spin up / spin down)   -6.96 / -4.71 eV
Multiplicity   1

CARTESIAN COORDINATES (ANGSTROEM)
C1 2.300 -0.678 1.026
C2 0.960 -0.237 -1.041
N1 -1.237 -0.192 1.104
N2 -0.062 -0.410 1.118
N3 -2.351 -0.095 1.271
N4 1.023 -0.313 0.409
S1 -3.966 1.985 -0.440
S2 -4.045 0.328 -1.337
H1 2.873 0.185 1.447
H2 1.915 -1.297 1.827
H3 2.787 -1.291 0.240
H4 0.302 -1.014 -1.398
H5 0.625 0.718 -1.421
H6 1.890 -0.383 -1.464
H7 -3.015 2.693 -1.341

---

No. 16
Below is C2H7N5 in the gas phase in a non-equilibrium geometry, with properties calculated with the ωB97M-V functional and the def2-TZVPD basis.

Charge   0
HOMO level   -8.4 eV
Maximum force   0.096 hartree/bohr
Energy above the lowest of the compared OMol25 structures with the same formula, charge and spin   497.3 kJ/mol
Frontier orbital gap   9.3 eV
LUMO   0.97 eV
Multiplicity   1

CARTESIAN COORDINATES (ANGSTROEM)
N1 3.000 1.329 0.443
N2 1.957 0.617 0.865
N3 1.094 0.401 -0.019
C1 -0.070 -0.210 0.250
C2 -0.615 -1.402 -0.541
N4 -1.323 -0.159 -0.796
N5 -2.511 -0.022 0.078
H1 3.051 1.525 -0.498
H2 3.338 2.076 0.885
H3 -0.594 0.046 1.214
H4 0.064 -1.685 -1.378
H5 -1.142 -2.197 -0.126
H6 -3.059 -0.822 0.191
H7 -3.189 0.504 -0.567

---

No. 17
Below is a gas-phase ion, C2H7N5 (charge +2) in a non-equilibrium geometry, with properties calculated with the ωB97M-V functional and the def2-TZVPD basis.

Charge   +2
HOMO level   -20.2 eV
Maximum force   0.099 hartree/bohr
Energy above the lowest of the compared OMol25 structures with the same formula, charge and spin   217.1 kJ/mol
Frontier orbital gap   9.9 eV
LUMO   -10.31 eV
Multiplicity   1

CARTESIAN COORDINATES (ANGSTROEM)
C1 1.096 0.036 0.619
N1 -0.285 0.088 0.273
N2 -0.494 0.140 -1.101
C2 -1.353 0.095 1.227
N3 -1.239 0.183 2.489
N4 -0.807 0.081 3.605
N5 -0.404 -0.032 4.637
H1 1.266 -0.506 1.566
H2 1.724 -0.456 -0.096
H3 1.375 1.050 0.692
H4 -1.511 -0.028 -1.421
H5 0.039 -0.645 -1.634
H6 -0.407 1.217 -1.633
H7 -2.360 0.040 0.671

---

No. 18
Below is C2H7N5O in the gas phase in a non-equilibrium geometry, with properties calculated with the ωB97M-V functional and the def2-TZVPD basis.

Charge   0
HOMO level   -8.4 eV
Maximum force   0.113 hartree/bohr
Energy above the lowest of the compared OMol25 structures with the same formula, charge and spin   357.0 kJ/mol
Frontier orbital gap   9.0 eV
LUMO   0.60 eV
Multiplicity   1

CARTESIAN COORDINATES (ANGSTROEM)
H1 1.739 -1.467 -0.447
N1 1.163 -0.543 -0.234
C1 0.242 -0.299 -1.093
N2 0.040 -0.797 -2.286
O1 -0.907 0.357 -0.582
C2 -0.449 1.190 0.522
N3 -0.097 2.347 0.557
H2 0.411 2.583 1.525
N4 -0.792 0.406 1.639
N5 -0.489 -0.918 1.563
H3 -0.622 -0.215 -2.759
H4 0.919 -1.058 -2.599
H5 -0.525 0.870 2.404
H6 -1.116 -1.412 0.607
H7 0.484 -1.043 1.185